110
Properties=species:S:1:pos:R:3:forces:R:3:mulliken_charge:R:1 method="wB97M-V/def2-TZVPD" smiles="CCC(=O)OCCOC(=O)O[C@@H](F)CC.O=C1OCCO1.O=C1OCCO1.O=C1OCCO1.O=C1OCCO1.O=C1OCCO1.O=C1OCCO1.O=C1OCCO1.O=C1OCCO1" total_energy_ev=-97079.591 homo_ev=-10.53 orbital_gap_ev=10.47
C -7.477402 -1.970506 1.052284 0.1 0.1 0.0 -1.135
C -6.920287 -3.213494 0.361574 -0.4 0.0 0.2 -0.345
C -5.899130 -3.936013 1.194010 0.0 -0.2 0.2 0.716
O -5.084170 -3.416983 1.909996 0.2 0.1 -0.1 -0.594
O -5.985339 -5.278148 1.033075 0.1 0.1 -0.4 -0.419
C -4.810571 -6.047468 1.314178 0.0 -0.1 0.3 -0.359
C -4.182547 -6.552773 0.021756 0.1 -0.4 -0.1 -0.646
O -2.825008 -6.076473 -0.051354 -0.2 0.5 0.2 -0.232
C -2.524727 -5.234567 -1.053372 0.0 -0.2 0.0 0.775
O -2.962035 -5.283685 -2.163064 -0.1 0.1 0.0 -0.606
O -1.579960 -4.343077 -0.681577 0.0 0.0 -0.2 -0.380
C -1.712169 -3.726163 0.588987 -0.2 0.0 -0.1 0.803
F -1.091832 -4.518024 1.529006 0.1 -0.1 0.0 -0.321
C -1.064838 -2.372265 0.509753 0.1 0.3 0.4 -0.097
C -0.858993 -1.733992 1.895672 0.2 0.0 -0.1 -1.249
H -6.708051 -1.481460 1.648943 0.0 0.0 -0.1 0.301
H -8.301803 -2.234188 1.714689 0.0 0.0 0.0 0.309
H -7.851331 -1.253755 0.322253 0.0 0.0 0.0 0.358
H -7.715546 -3.918182 0.121000 0.0 0.0 -0.1 0.327
H -6.426319 -2.949887 -0.578089 0.1 -0.1 0.0 0.242
H -4.087622 -5.445810 1.864306 0.0 0.0 0.0 0.297
H -5.104286 -6.874033 1.958424 -0.2 0.0 -0.1 0.365
H -4.138041 -7.640313 0.009991 0.1 0.0 0.0 0.314
H -4.737143 -6.229414 -0.858618 0.0 0.1 0.1 0.422
H -2.769510 -3.672572 0.860881 0.0 0.0 0.1 -0.212
H -0.113971 -2.457382 -0.015902 -0.1 -0.1 -0.1 0.252
H -1.723982 -1.730502 -0.077306 0.1 -0.1 -0.2 0.190
H -1.001566 -2.454622 2.697073 -0.1 0.1 0.0 0.254
H -1.519789 -0.881714 2.046453 -0.1 -0.1 0.1 0.346
H 0.158813 -1.357306 1.988700 0.0 0.0 0.0 0.335
O 0.732039 -1.439789 6.099274 0.0 0.0 0.0 -0.519
C -0.264082 -2.070010 6.260713 0.1 0.0 0.0 0.565
O -1.094147 -2.469336 5.276587 0.0 0.0 -0.1 -0.160
C -2.051076 -3.384717 5.823363 0.0 -0.1 0.0 -0.316
C -2.048463 -3.001366 7.293399 -0.1 0.0 0.0 -0.328
O -0.723866 -2.481193 7.464795 0.0 0.0 0.0 -0.334
H -3.007555 -3.248050 5.326702 0.0 0.1 0.0 0.290
H -1.692368 -4.401379 5.656538 0.0 0.0 0.0 0.249
H -2.764281 -2.209418 7.517419 0.0 0.0 0.0 0.267
H -2.201643 -3.836368 7.970508 0.1 0.0 0.0 0.296
O 0.646026 0.165737 -0.977525 0.0 -0.1 0.1 -0.563
C 0.219611 -0.079585 -2.062143 0.1 0.0 0.0 0.731
O 0.306845 -1.276058 -2.675123 0.0 0.0 0.0 -0.317
C -0.468516 -1.232357 -3.884732 0.0 0.1 0.0 -0.361
C -0.516782 0.260644 -4.166991 0.0 -0.1 -0.2 -0.192
O -0.401609 0.818889 -2.852682 -0.1 0.0 0.0 -0.318
H 0.031869 -1.812625 -4.654063 0.1 0.0 0.0 0.333
H -1.452123 -1.659651 -3.685432 0.0 0.0 0.0 0.231
H 0.327279 0.612470 -4.758284 0.0 0.0 0.0 0.095
H -1.446080 0.591704 -4.622489 0.0 0.0 0.1 0.365
O 0.987441 2.789509 -5.615003 0.0 0.0 0.1 -0.495
C 0.663583 2.698133 -6.757085 0.1 0.1 -0.1 0.665
O 0.775220 1.569348 -7.494594 -0.1 0.0 0.1 -0.323
C 0.098880 1.772672 -8.742648 -0.1 0.0 -0.1 -0.305
C 0.107620 3.287052 -8.864575 0.0 0.0 -0.1 -0.315
O 0.137362 3.695828 -7.491342 0.0 0.0 0.0 -0.309
H 0.635373 1.259254 -9.534763 0.1 0.0 0.0 0.288
H -0.911625 1.369568 -8.660820 0.0 0.0 0.0 0.254
H 1.005601 3.661129 -9.357054 0.0 0.0 0.0 0.269
H -0.773970 3.697770 -9.347167 0.0 0.0 0.1 0.289
O 0.544731 -10.688696 -0.011743 0.0 0.0 0.0 -0.535
C 0.682082 -9.510184 0.024933 0.0 0.0 0.0 0.623
O -0.333351 -8.613479 0.027004 0.0 0.0 0.0 -0.303
C 0.202654 -7.316745 0.306164 0.1 0.1 0.1 0.521
C 1.650384 -7.470221 -0.123182 -0.1 0.0 0.0 -0.395
O 1.874701 -8.870306 0.072665 0.0 0.0 0.0 -0.333
H -0.339571 -6.559774 -0.246197 0.0 -0.1 0.0 -0.384
H 0.106799 -7.118047 1.374623 0.0 0.0 0.0 0.161
H 1.796049 -7.238495 -1.179656 0.0 0.0 0.0 0.313
H 2.352692 -6.897591 0.475550 0.0 -0.1 0.1 0.308
O 2.127027 6.312583 -0.482172 0.0 0.0 0.0 -0.568
C 2.023287 5.198883 -0.902809 0.0 0.1 0.0 0.615
O 2.763374 4.154415 -0.493437 -0.1 0.0 0.0 -0.349
C 2.221747 2.956795 -1.082141 -0.1 -0.1 -0.1 -0.261
C 1.501519 3.503955 -2.301063 0.1 -0.1 -0.1 0.006
O 1.160233 4.834441 -1.870139 0.0 0.0 0.0 -0.357
H 3.029676 2.271586 -1.319775 0.1 0.1 0.0 0.326
H 1.540055 2.484479 -0.377592 0.0 0.0 0.0 0.270
H 2.149466 3.582251 -3.175444 0.0 0.0 0.0 0.126
H 0.603165 2.956561 -2.563158 0.0 0.1 0.1 0.170
O 5.116757 5.878962 -5.810458 0.0 0.0 0.0 -0.557
C 4.230522 6.406053 -5.220976 0.0 0.0 0.0 0.600
O 3.044866 6.764085 -5.767539 0.0 0.0 0.0 -0.359
C 2.151885 7.136137 -4.711029 -0.1 0.0 0.1 -0.186
C 3.112769 7.532324 -3.605215 -0.2 0.1 0.0 -0.066
O 4.258543 6.725323 -3.905043 0.0 0.0 0.0 -0.239
H 1.502500 7.941736 -5.041266 0.1 0.0 -0.1 0.328
H 1.548010 6.267498 -4.442070 0.0 0.0 0.0 0.100
H 3.394086 8.585239 -3.657071 0.1 0.0 0.0 0.290
H 2.740197 7.301281 -2.611618 0.1 -0.1 0.0 0.075
O 1.613726 3.389030 10.565478 0.0 0.0 0.0 -0.517
C 1.662391 2.435425 9.859251 0.0 0.0 0.0 0.633
O 2.401350 1.327548 10.107810 0.0 0.0 0.0 -0.348
C 2.031490 0.311836 9.168637 -0.1 -0.1 -0.1 -0.252
C 1.465382 1.127496 8.022251 0.0 -0.1 -0.1 -0.015
O 0.985963 2.298238 8.695574 0.0 0.0 0.0 -0.350
H 2.903155 -0.277933 8.901780 0.0 0.1 0.0 0.294
H 1.280317 -0.333584 9.626888 0.0 0.0 0.0 0.234
H 2.232551 1.424223 7.305811 0.0 0.0 0.0 0.244
H 0.654280 0.635808 7.497715 -0.1 0.1 0.0 0.063
O 6.629896 10.444192 -0.356688 0.0 0.0 0.0 -0.534
C 6.181128 9.350899 -0.229148 0.0 0.0 0.0 0.637
O 6.332105 8.347926 -1.126667 0.0 0.0 0.0 -0.354
C 5.857847 7.132202 -0.536816 0.0 -0.1 0.1 -0.140
C 4.891915 7.646987 0.515333 0.0 0.0 -0.1 -0.142
O 5.445744 8.934434 0.824802 0.0 0.0 0.0 -0.356
H 5.392409 6.513554 -1.299670 0.0 0.1 -0.1 0.101
H 6.707250 6.601811 -0.102654 0.0 0.0 0.0 0.293
H 3.887798 7.776619 0.117427 0.0 0.0 0.0 0.215
H 4.849039 7.039203 1.414238 0.1 0.1 0.0 0.312